[1]
# C2H7BrN4O2P

A cluster of 2 separate species, C2H7BrN4O2P in total (the ωB97M-V functional and the def2-TZVPD basis, OMol25).

Summary:
E_HOMO	-0.5126	Eh
charge	+1
energy	-91566.2626	eV
HOMO-LUMO gap	9.8	eV
LUMO energy	-4.2	eV

Atoms and positions in Å:
O1 1.589 2.997 1.540
P1 2.403 2.065 0.643
N1 1.425 0.939 -0.290
C1 0.280 0.434 0.188
N2 -0.432 -0.507 -0.620
C2 -1.538 -0.852 0.205
Br1 -2.976 -2.125 -0.132
N3 -1.474 -0.117 1.410
N4 -0.371 0.685 1.417
H1 3.252 1.255 1.483
H2 3.299 2.817 -0.203
H3 1.789 0.643 -1.206
H4 -2.089 -0.081 2.230
H5 -0.093 1.322 2.171
O2 -1.381 -3.308 -3.143
H6 -2.293 -3.218 -3.443
H7 -1.391 -2.948 -2.249

[2]
# FH10HfO5Pb

A structure of composition FH10HfO5Pb (the ωB97M-V functional and the def2-TZVPD basis, OMol25).

Summary:
E_HOMO	-0.9321	Eh
charge	+5
energy	-19589.3198	eV
HOMO-LUMO gap	2.2	eV
LUMO energy	-23.1	eV
ΔE to the lowest compared entry with this formula, charge and spin	218.98	kcal per mole

Atoms and positions in Å:
Pb1 -0.316 -4.986 0.521
Hf1 2.224 1.816 3.036
F1 1.086 -1.023 0.970
O1 4.673 1.184 -0.394
H1 4.805 1.918 -0.993
H2 5.343 0.547 -0.644
O2 -3.679 -2.217 0.067
H3 -3.534 -1.272 0.023
H4 -4.629 -2.310 0.141
O3 -0.102 -3.336 -3.107
H5 -0.038 -2.394 -2.952
H6 -0.910 -3.442 -3.609
O4 0.840 3.311 -0.433
H7 0.259 4.059 -0.575
H8 0.637 2.710 -1.150
O5 -1.841 1.901 3.011
H9 -2.488 1.911 2.306
H10 -2.333 1.623 3.784

[3]
# C21H40InNO2P2Si

A structure of composition C21H40InNO2P2Si (the ωB97M-V functional and the def2-TZVPD basis, OMol25).

Summary:
E_HOMO	-0.2447	Eh
charge	0
energy	-59631.5030	eV
HOMO-LUMO gap	7.0	eV
LUMO energy	0.3	eV
ΔE to the lowest compared entry with this formula, charge and spin	121.52	kcal per mole

Atoms and positions in Å:
C1 -1.140 2.569 -3.344
C2 -1.200 1.479 -2.416
N1 -0.010 1.061 -1.832
C3 1.164 1.702 -2.082
C4 1.252 2.747 -3.002
C5 0.067 3.175 -3.642
C6 -2.402 0.778 -2.122
P1 -2.379 -0.380 -0.773
In1 -0.085 -0.651 -0.494
P2 2.207 -0.392 -0.506
C7 2.365 1.315 -1.238
C8 -0.148 -2.155 0.934
C9 -0.547 -1.891 2.270
C10 -0.576 -2.893 3.253
C11 -0.201 -4.208 2.941
C12 0.202 -4.502 1.630
C13 0.226 -3.493 0.654
O1 -1.634 -1.092 -4.240
O2 1.051 -1.424 -4.053
H1 -2.070 2.906 -3.813
H2 2.211 3.234 -3.191
H3 0.103 4.000 -4.361
C14 -3.338 0.254 0.673
C15 -3.351 -1.868 -1.272
H4 3.307 1.440 -1.800
H5 2.408 2.004 -0.372
H6 -1.944 -0.453 -3.521
H7 -3.347 1.204 -2.484
C16 3.140 -0.326 1.075
C17 3.208 -1.473 -1.602
H8 -0.842 -0.873 2.549
H9 -0.893 -2.641 4.272
H10 -0.223 -4.991 3.707
H11 0.500 -5.523 1.363
H12 0.550 -3.764 -0.361
H13 -0.278 -1.771 -1.282
H14 1.030 -2.383 -4.226
H15 0.091 -1.175 -4.175
H16 -1.958 -0.681 -5.061
H17 0.158 -1.296 -1.801
H18 -4.385 0.462 0.390
H19 -3.315 -0.496 1.483
H20 -2.859 1.181 1.026
H21 -4.413 -1.608 -1.432
H22 -2.928 -2.252 -2.215
H23 -3.273 -2.638 -0.487
H24 4.259 -1.138 -1.653
H25 3.169 -2.505 -1.213
H26 2.737 -1.440 -2.600
H27 4.194 -0.039 0.924
H28 2.643 0.392 1.748
H29 3.088 -1.324 1.542
C18 1.487 1.320 4.005
Si1 0.349 2.014 2.685
C19 -1.366 2.046 3.432
C20 0.852 3.770 2.313
C21 0.329 1.024 1.069
H30 1.370 1.921 4.930
H31 2.548 1.377 3.694
H32 1.209 0.269 4.219
H33 -1.343 2.632 4.373
H34 -2.070 2.530 2.727
H35 -1.707 1.015 3.656
H36 1.879 3.777 1.894
H37 0.148 4.208 1.577
H38 0.829 4.365 3.249
H39 0.552 0.162 1.652
H40 -0.659 1.400 0.763

[4]
# C4H7NO2

An isolated molecule of C4H7NO2 (the ωB97M-V functional and the def2-TZVPD basis, OMol25).

Summary:
E_HOMO	-0.3509	Eh
charge	0
energy	-9842.5160	eV
HOMO-LUMO gap	10.6	eV
LUMO energy	1.0	eV
ΔE to the lowest compared entry with this formula, charge and spin	109.85	kcal per mole
SMILES	ON[C@]12CC[C@H]1O2

Atoms and positions in Å:
O1 1.795 1.431 -0.781
N1 1.599 0.740 0.392
C1 0.364 0.109 0.309
C2 0.001 -1.226 -0.251
C3 -1.481 -0.749 -0.256
C4 -1.025 0.573 0.329
O2 -0.418 0.296 1.596
H1 2.727 1.196 -0.859
H2 1.314 1.492 1.086
H3 0.272 -2.087 0.361
H4 0.389 -1.355 -1.257
H5 -2.156 -1.313 0.381
H6 -1.907 -0.654 -1.253
H7 -1.475 1.547 0.202

[5]
# C30H73N3

A cluster of 5 separate species, C30H73N3 in total (the ωB97M-V functional and the def2-TZVPD basis, OMol25).

Summary:
E_HOMO	-0.2791	Eh
charge	0
energy	-36749.8139	eV
HOMO-LUMO gap	8.4	eV
LUMO energy	0.8	eV
ΔE to the lowest compared entry with this formula, charge and spin	85.26	kcal per mole
SMILES	CCN(CC)CC.CCN(CC)CC.CCN(CC)CC.CCCCCC.CCCCCC

Atoms and positions in Å:
C1 -1.694 2.277 8.745
C2 -1.873 1.448 7.489
N1 -0.952 1.754 6.382
C3 0.509 1.749 6.679
C4 1.011 0.396 7.095
C5 -1.312 0.969 5.105
C6 -2.708 1.269 4.553
H1 -0.606 2.204 9.072
H2 -2.095 1.952 9.699
H3 -1.827 3.344 8.576
H4 -2.975 1.432 7.337
H5 -1.449 0.516 7.697
H6 0.814 2.480 7.436
H7 1.036 2.082 5.705
H8 2.158 0.524 7.212
H9 0.794 -0.356 6.505
H10 0.643 0.410 8.057
H11 -1.168 -0.123 5.164
H12 -0.595 1.242 4.283
H13 -2.732 1.238 3.384
H14 -2.934 2.397 4.476
H15 -3.412 0.605 5.052
C7 -3.895 -0.156 -0.107
C8 -3.058 0.136 -1.432
N2 -3.862 0.206 -2.704
C9 -3.119 0.945 -3.712
C10 -1.980 0.166 -4.276
C11 -4.727 -0.864 -2.971
C12 -5.935 -0.529 -3.899
H16 -4.668 0.497 -0.329
H17 -3.321 0.029 0.822
H18 -4.519 -0.966 -0.122
H19 -2.472 -0.865 -1.666
H20 -2.378 1.178 -1.368
H21 -2.749 1.867 -3.324
H22 -3.993 0.958 -4.407
H23 -1.488 0.683 -5.009
H24 -2.322 -0.687 -5.014
H25 -1.262 0.108 -3.425
H26 -4.885 -1.446 -2.146
H27 -4.056 -1.584 -3.544
H28 -6.356 0.432 -3.468
H29 -6.619 -1.325 -3.884
H30 -5.581 -0.142 -4.866
C13 1.375 1.948 -2.405
C14 0.517 2.012 -1.152
N3 0.907 3.023 -0.136
C15 -0.256 3.499 0.728
C16 -0.876 2.464 1.698
C17 2.024 2.540 0.568
C18 2.824 3.635 1.395
H31 1.370 2.837 -2.836
H32 0.990 1.233 -3.215
H33 2.540 1.496 -2.154
H34 0.354 0.909 -0.848
H35 -0.500 2.224 -1.532
H36 -1.018 3.894 0.034
H37 0.008 4.369 1.248
H38 -1.502 3.050 2.146
H39 0.030 2.162 2.306
H40 -1.181 1.555 1.211
H41 2.727 1.849 -0.138
H42 1.877 1.866 1.457
H43 2.374 3.870 2.225
H44 2.865 4.588 0.849
H45 3.977 3.428 1.709
C19 4.560 -0.459 2.814
C20 3.534 -0.899 3.844
C21 1.980 -0.612 3.378
C22 1.561 -1.372 2.106
C23 0.085 -1.411 1.808
C24 -0.176 -2.099 0.356
H46 5.640 -0.625 2.945
H47 4.679 0.709 2.721
H48 4.236 -0.836 1.759
H49 3.614 -0.207 4.482
H50 3.476 -1.860 4.250
H51 1.833 0.345 3.368
H52 1.226 -0.981 4.265
H53 1.832 -2.487 1.973
H54 2.066 -0.840 1.077
H55 -0.110 -0.260 1.485
H56 -0.646 -1.584 2.478
H57 0.173 -3.217 0.501
H58 0.313 -1.589 -0.229
H59 -1.332 -2.028 0.372
C25 1.696 -1.662 -3.952
C26 1.741 -2.918 -4.813
C27 2.249 -2.603 -6.209
C28 2.161 -3.836 -7.163
C29 2.799 -3.538 -8.526
C30 2.794 -4.809 -9.395
H60 1.051 -0.806 -4.381
H61 2.649 -1.150 -3.943
H62 1.147 -2.018 -2.921
H63 0.810 -3.331 -5.190
H64 2.229 -3.778 -4.150
H65 3.394 -2.404 -6.121
H66 1.908 -1.652 -6.507
H67 1.108 -3.896 -7.292
H68 2.538 -4.712 -6.632
H69 3.828 -3.423 -8.332
H70 2.509 -2.748 -9.125
H71 3.371 -4.650 -10.518
H72 1.660 -4.974 -9.755
H73 3.001 -5.685 -8.839

[6]
# C7H11N2

The ion C7H11N2 with charge +1 (the ωB97M-V functional and the def2-TZVPD basis, OMol25).

Summary:
E_HOMO	-0.4713	Eh
charge	+1
energy	-10408.0484	eV
HOMO-LUMO gap	9.0	eV
LUMO energy	-3.8	eV
ΔE to the lowest compared entry with this formula, charge and spin	84.64	kcal per mole
SMILES	C=C=NCC1=[NH+]CCC1

Atoms and positions in Å:
C1 -1.661 0.583 -2.315
C2 -1.492 -0.560 -1.809
N1 -1.254 -1.678 -1.421
C3 -0.510 -2.148 -0.275
C4 0.328 -0.764 0.368
N2 1.063 -0.037 -0.346
C5 1.594 1.265 0.322
C6 0.631 1.231 1.494
C7 0.071 -0.191 1.647
H1 -1.045 1.094 -3.053
H2 -2.464 1.249 -1.851
H3 0.177 -2.965 -0.435
H4 -1.312 -2.349 0.407
H5 1.244 -0.185 -1.258
H6 1.464 2.154 -0.268
H7 2.581 1.082 0.638
H8 -0.209 1.986 1.450
H9 1.116 1.565 2.420
H10 0.605 -0.901 2.394
H11 -0.926 -0.431 1.891

[7]
# C17H31BN2O5

A cluster of 2 separate species, C17H31BN2O5 in total (the ωB97M-V functional and the def2-TZVPD basis, OMol25).

Summary:
E_HOMO	-0.3277	Eh
charge	0
energy	-32023.6841	eV
HOMO-LUMO gap	9.3	eV
LUMO energy	0.4	eV
SMILES	CC[C@@H](C)[C@](CNC)(COO)OC(=O)B(O)N(C)C.c1ccccc1

Atoms and positions in Å:
C1 2.839 1.927 0.244
C2 2.810 1.032 -1.003
C3 1.413 0.457 -1.309
C4 0.650 1.484 -2.145
C5 1.454 -0.930 -1.969
C6 2.219 -1.969 -1.133
N1 2.419 -1.627 0.279
C7 1.316 -1.966 1.172
C8 2.177 -0.860 -3.343
O1 1.318 -0.540 -4.418
O2 1.818 0.631 -5.075
O3 0.111 -1.344 -2.314
C9 -0.651 -1.953 -1.345
O4 -0.529 -3.162 -1.132
B1 -1.811 -1.170 -0.507
O5 -2.038 -1.604 0.769
N2 -2.651 -0.125 -1.020
C10 -2.409 1.215 -0.442
C11 -2.844 -0.138 -2.473
H1 1.918 1.883 0.816
H2 3.676 1.655 0.881
H3 3.024 2.957 -0.049
H4 3.134 1.612 -1.866
H5 3.535 0.232 -0.908
H6 0.903 0.354 -0.349
H7 -0.282 1.093 -2.538
H8 1.274 1.870 -2.943
H9 0.408 2.329 -1.501
H10 1.773 -2.960 -1.229
H11 3.214 -2.049 -1.568
H12 3.252 -2.093 0.601
H13 0.752 -2.849 0.867
H14 0.663 -1.098 1.286
H15 1.706 -2.163 2.168
H16 3.024 -0.185 -3.303
H17 2.566 -1.858 -3.556
H18 1.022 1.171 -5.138
H19 -1.224 -1.785 1.249
H20 -3.286 1.557 0.105
H21 -1.566 1.199 0.244
H22 -2.218 1.914 -1.249
H23 -1.919 -0.094 -3.049
H24 -3.500 0.681 -2.757
H25 -3.372 -1.049 -2.747
C12 -2.047 1.953 5.044
C13 -1.605 0.833 5.734
C14 -1.729 -0.427 5.163
C15 -2.297 -0.564 3.904
C16 -2.745 0.555 3.216
C17 -2.619 1.814 3.786
H26 -1.947 2.935 5.487
H27 -1.165 0.941 6.717
H28 -1.382 -1.301 5.699
H29 -2.395 -1.545 3.456
H30 -3.190 0.439 2.237
H31 -2.967 2.688 3.251

[8]
# CH5PS2

An isolated molecule of CH5PS2 (the ωB97M-V functional and the def2-TZVPD basis, OMol25).

Summary:
E_HOMO	-0.3299	Eh
charge	0
energy	-32077.0131	eV
HOMO-LUMO gap	9.6	eV
LUMO energy	0.6	eV
ΔE to the lowest compared entry with this formula, charge and spin	24.07	kcal per mole
SMILES	C[P@@H](=S)S

Atoms and positions in Å:
C1 -1.356 0.393 0.232
P1 0.567 0.175 -0.483
S1 1.772 1.535 0.161
S2 0.865 -1.767 0.342
H1 -1.772 -0.526 0.824
H2 -1.149 1.258 0.900
H3 -2.003 0.676 -0.584
H4 0.729 -0.094 -1.763
H5 2.348 -1.650 0.373

[9]
# C47H69BClN7O13PS

A cluster of 5 separate species, C47H69BClN7O13PS in total (the ωB97M-V functional and the def2-TZVPD basis, OMol25).

Summary:
E_HOMO	-0.3940	Eh
charge	+1
energy	-120208.8117	eV
HOMO-LUMO gap	6.9	eV
LUMO energy	-3.9	eV
ΔE to the lowest compared entry with this formula, charge and spin	31.39	kcal per mole

Atoms and positions in Å:
C1 0.965 -3.889 1.171
C2 0.922 -3.509 -0.336
C3 0.367 -4.606 -1.246
C4 -0.964 -5.178 -0.764
C5 -1.963 -4.134 -0.247
C6 -2.344 -3.105 -1.344
C7 -3.723 -2.499 -1.060
C8 -3.870 -1.724 0.276
C9 -2.731 -0.725 0.651
C10 -3.455 0.323 1.562
C11 -2.509 1.185 2.479
C12 -2.443 2.624 1.868
C13 -1.032 3.301 1.769
C14 -0.286 2.852 0.491
C15 0.561 3.961 -0.241
S1 1.118 5.314 0.864
C16 1.648 4.740 2.496
O1 2.235 6.047 0.303
O2 0.069 6.291 1.119
C17 1.817 3.237 -0.826
B1 2.861 2.705 0.277
O3 2.672 1.409 0.684
C18 4.036 3.447 1.012
C19 5.380 2.902 0.379
P1 2.774 4.105 -2.222
N1 4.086 5.048 -1.655
O4 3.528 2.803 -2.949
O5 1.262 2.060 -1.431
C20 0.488 2.318 -2.578
C21 -0.455 3.558 -2.540
N2 -0.350 4.476 -1.339
Cl1 0.167 6.074 -1.948
C22 -1.771 4.769 -0.883
C23 -2.533 5.675 -1.858
N3 -3.117 5.220 -2.855
H1 0.515 -4.859 1.364
H2 0.386 -3.144 1.717
H3 1.993 -3.888 1.526
H4 0.323 -2.612 -0.481
H5 1.940 -3.328 -0.650
H6 1.100 -5.420 -1.243
H7 0.331 -4.229 -2.269
H8 -1.386 -5.745 -1.598
H9 -0.767 -5.908 0.022
H10 -1.592 -3.582 0.614
H11 -2.878 -4.660 0.034
H12 -2.411 -3.633 -2.300
H13 -1.580 -2.332 -1.453
H14 -4.042 -1.861 -1.887
H15 -4.412 -3.347 -1.021
H16 -4.773 -1.113 0.181
H17 -4.046 -2.406 1.108
H18 -1.958 -1.192 1.263
H19 -2.257 -0.282 -0.229
H20 -4.015 0.973 0.887
H21 -4.163 -0.257 2.155
H22 -3.031 1.239 3.427
H23 -1.528 0.741 2.603
H24 -3.014 3.264 2.546
H25 -2.938 2.690 0.896
H26 -0.473 2.973 2.643
H27 -1.233 4.367 1.842
H28 -0.966 2.361 -0.205
H29 0.333 2.016 0.820
H30 2.707 4.921 2.628
H31 1.510 3.655 2.547
H32 1.033 5.173 3.276
H33 3.436 0.871 0.470
H34 4.071 4.526 0.896
H35 4.069 3.169 2.065
H36 5.222 2.067 -0.306
H37 5.837 3.690 -0.216
H38 6.113 2.662 1.143
H39 3.837 6.017 -1.768
H40 4.942 4.838 -2.145
H41 3.865 3.105 -3.793
H42 1.059 2.340 -3.507
H43 -0.146 1.435 -2.692
H44 -1.468 3.220 -2.733
H45 -0.221 4.145 -3.419
H46 -1.843 5.255 0.084
H47 -2.384 3.874 -0.823
H48 -2.588 6.733 -1.611
H49 -3.553 6.000 -3.339
C24 4.584 -7.658 -5.122
C25 4.592 -6.294 -4.864
C26 4.593 -5.838 -3.560
C27 4.590 -6.751 -2.523
C28 4.575 -8.113 -2.761
C29 4.571 -8.567 -4.071
N4 4.614 -6.253 -1.148
O6 4.610 -5.050 -0.996
O7 4.639 -7.058 -0.249
H50 4.588 -8.013 -6.144
H51 4.599 -5.585 -5.678
H52 4.598 -4.776 -3.366
H53 4.567 -8.822 -1.947
H54 4.562 -9.628 -4.273
C30 -1.858 0.714 9.084
C31 -1.583 -0.646 9.095
C32 -1.324 -1.309 7.909
C33 -1.340 -0.600 6.721
C34 -1.621 0.754 6.695
C35 -1.881 1.411 7.884
N5 -1.039 -1.307 5.474
O8 -0.823 -2.492 5.541
O9 -1.011 -0.669 4.441
H55 -2.055 1.232 10.013
H56 -1.567 -1.188 10.030
H57 -1.110 -2.367 7.922
H58 -1.641 1.305 5.767
H59 -2.101 2.469 7.878
C36 -9.102 0.572 4.381
C37 -8.339 -0.428 4.968
C38 -6.997 -0.211 5.232
C39 -6.436 1.011 4.906
C40 -7.183 2.014 4.315
C41 -8.523 1.790 4.051
N6 -5.025 1.251 5.206
O10 -4.393 0.349 5.706
O11 -4.564 2.342 4.940
H60 -10.151 0.402 4.181
H61 -8.791 -1.375 5.222
H62 -6.407 -0.991 5.688
H63 -6.738 2.964 4.060
H64 -9.119 2.566 3.592
C42 4.815 0.836 -8.750
C43 3.850 -0.051 -9.207
C44 3.781 -1.331 -8.682
C45 4.679 -1.706 -7.701
C46 5.651 -0.835 -7.240
C47 5.717 0.443 -7.770
N7 4.594 -3.051 -7.126
O12 3.748 -3.797 -7.559
O13 5.374 -3.336 -6.245
H65 4.864 1.837 -9.158
H66 3.150 0.257 -9.970
H67 3.029 -2.018 -9.041
H68 6.353 -1.137 -6.477
H69 6.470 1.135 -7.419

[10]
# C4H9NO2

An isolated molecule of C4H9NO2 (the ωB97M-V functional and the def2-TZVPD basis, OMol25).

Summary:
E_HOMO	-0.3710	Eh
charge	0
energy	-9879.4676	eV
HOMO-LUMO gap	10.9	eV
LUMO energy	0.8	eV
ΔE to the lowest compared entry with this formula, charge and spin	13.68	kcal per mole
SMILES	C[C@@H](O)CC(N)=O

Atoms and positions in Å:
C1 0.185 1.273 -1.845
C2 -0.690 0.559 -0.819
O1 -0.845 -0.802 -1.165
C3 0.006 0.653 0.551
C4 -0.489 -0.267 1.685
N1 -0.359 -1.643 1.516
O2 -0.978 0.171 2.706
H1 1.201 0.862 -1.833
H2 0.250 2.340 -1.599
H3 -0.211 1.180 -2.859
H4 -1.675 1.057 -0.803
H5 -1.161 -1.224 -0.347
H6 1.058 0.400 0.368
H7 -0.041 1.686 0.910
H8 -0.535 -2.176 2.363
H9 0.348 -2.037 0.911

[11]
# C7H8O

A cluster of 2 separate species, C7H8O in total (the ωB97M-V functional and the def2-TZVPD basis, OMol25).

Summary:
E_HOMO (spin up / spin down)	-0.2872 / -0.2873	Eh
charge	0
energy	-9430.2577	eV
HOMO-LUMO gap (spin up / spin down)	8.4 / 8.4	eV
LUMO energy (spin up / spin down)	0.6 / 0.6	eV
ΔE to the lowest compared entry with this formula, charge and spin	138.01	kcal per mole

Atoms and positions in Å:
C1 -0.394 0.701 2.473
C2 0.062 0.058 1.563
C3 -1.307 -1.389 -0.595
C4 -0.248 1.393 -1.609
C5 0.011 -1.462 -0.396
C6 0.596 1.372 -0.629
C7 0.737 -0.598 0.496
O1 2.073 -0.862 0.645
H1 -0.876 1.253 3.221
H2 -1.808 -2.043 -1.287
H3 -1.923 -0.711 -0.028
H4 -0.413 2.248 -2.254
H5 -0.866 0.525 -1.826
H6 0.625 -2.151 -0.957
H7 1.317 2.045 -0.223
H8 2.414 -0.380 1.406